1.
ORCA calculation (ωB97M-V/def2-TZVPD) on a structure of composition C30H34IN10ORh.

## Properties
Energy relative to the best compared isomer or geometry (same formula, charge and spin), eV: 0.061
2S+1: 5
Frontier orbital gap (alpha / beta), eV: 8.477 / 6.481
LUMO (alpha / beta), eV: -5.046 / -7.260
Net charge: +2
HOMO level (alpha / beta), Ha: -0.497 / -0.505

Each line ends with the Mulliken spin population.
CARTESIAN COORDINATES (ANGSTROEM)
Rh  -0.407  -0.257  -1.197  2.71
C  0.628  -3.309  2.036  0.00
C  0.248  -2.669  0.878  0.02
N  0.257  -1.330  0.754  0.11
C  0.671  -0.604  1.792  -0.03
C  1.088  -1.160  2.999  0.00
C  1.039  -2.542  3.119  0.00
C  1.484  -0.332  4.155  0.00
C  2.276  0.739  4.216  0.00
C  3.093  1.385  3.169  0.00
C  3.722  2.589  3.459  0.00
C  4.506  3.157  2.468  0.00
N  4.668  2.584  1.277  0.00
C  4.036  1.428  1.109  0.00
N  3.258  0.793  1.977  0.00
H  0.604  -4.389  2.090  0.00
H  -0.081  -3.230  0.014  -0.02
H  0.677  0.466  1.664  0.00
H  1.334  -3.016  4.047  0.00
H  1.062  -0.667  5.098  0.00
H  2.387  1.193  5.194  0.00
H  3.613  3.062  4.426  0.00
H  5.020  4.098  2.632  0.00
H  4.174  0.950  0.144  0.00
C  -4.290  -3.258  -0.792  0.00
N  -3.603  -2.967  0.463  0.01
C  -3.893  -3.857  1.587  0.00
C  -2.760  -1.965  0.598  -0.01
O  -2.450  -1.153  -0.302  0.03
H  -5.364  -3.278  -0.617  0.00
H  -3.978  -4.232  -1.170  0.00
H  -4.057  -2.493  -1.522  0.00
H  -4.971  -3.954  1.701  0.00
H  -3.480  -3.442  2.504  0.00
H  -3.466  -4.843  1.408  0.00
H  -2.345  -1.864  1.608  0.00
C  5.150  -1.853  -1.217  0.00
N  3.953  -1.092  -1.576  0.00
C  3.849  -0.169  -2.586  0.01
C  2.560  0.261  -2.574  0.00
N  1.874  -0.381  -1.560  0.07
C  2.751  -1.190  -0.989  0.00
H  6.028  -1.246  -1.417  0.00
H  5.203  -2.772  -1.796  0.00
H  5.118  -2.086  -0.156  0.00
H  4.688  0.102  -3.206  0.00
H  2.096  0.997  -3.210  0.01
H  2.569  -1.829  -0.141  0.00
N  -6.211  -0.719  -4.049  0.00
C  -5.361  -0.023  -3.714  0.00
C  -4.280  0.833  -3.307  0.02
C  -4.306  2.213  -3.484  0.00
C  -3.219  2.948  -3.045  0.00
C  -2.164  2.292  -2.433  0.02
N  -2.141  0.966  -2.257  0.05
C  -3.177  0.254  -2.700  -0.02
H  -5.154  2.689  -3.958  0.00
H  -3.185  4.021  -3.169  0.00
H  -1.307  2.844  -2.068  0.00
H  -3.127  -0.816  -2.560  0.00
I  -0.566  -2.868  -2.810  0.21
C  -0.283  -0.969  -3.555  0.77
H  -1.111  -0.636  -4.164  -0.02
H  0.711  -0.831  -3.954  -0.03
N  -2.257  1.515  1.011  0.00
C  -1.146  2.250  0.754  -0.01
C  -0.975  3.510  1.358  0.00
C  0.157  4.234  1.095  0.00
C  1.130  3.709  0.236  0.01
C  0.901  2.474  -0.306  0.01
N  -0.213  1.741  -0.070  0.06
H  -3.016  1.951  1.503  0.00
H  -2.462  0.687  0.469  0.00
H  -1.742  3.888  2.021  0.00
H  0.293  5.208  1.549  0.00
H  2.039  4.244  0.005  0.00
H  1.634  2.017  -0.957  0.00

---

2.
ORCA calculation (ωB97M-V/def2-TZVPD) on the ion C6H14NOS with charge +1.

## Properties
Energy relative to the best compared isomer or geometry (same formula, charge and spin), eV: 2.126
SMILES: CC[C@]1(S)C[NH2+]CCO1
Frontier orbital gap, eV: 9.957
LUMO, eV: -3.515
Net charge: +1
HOMO level, Ha: -0.495

Each line ends with the natural charge from an NBO analysis.
CARTESIAN COORDINATES (ANGSTROEM)
C  0.051  0.819  -2.311  -0.27
C  0.428  -1.116  -0.876  -0.34
C  -0.360  1.644  -1.075  -0.08
C  -0.006  -0.311  0.375  0.23
C  0.431  0.391  2.748  -0.61
C  0.714  -0.640  1.669  -0.47
N  -0.153  -0.623  -2.019  -0.52
O  0.204  1.175  0.101  -0.54
S  -1.860  -0.746  0.608  -0.12
H  -0.631  1.079  -3.111  0.24
H  1.064  1.079  -2.693  0.25
H  1.589  -1.250  -0.800  0.26
H  0.165  -2.161  -0.569  0.27
H  -0.247  2.749  -1.199  0.25
H  -1.561  1.495  -0.970  0.17
H  0.524  1.371  2.475  0.24
H  0.915  0.130  3.601  0.23
H  -0.613  0.456  2.979  0.20
H  0.382  -1.749  2.016  0.24
H  1.868  -0.543  1.554  0.25
H  -1.183  -0.850  -1.717  0.46
H  -0.027  -1.368  -2.749  0.46
H  -1.694  -1.032  1.963  0.20

---

3.
ORCA calculation (ωB97M-V/def2-TZVPD) on an isolated molecule of C2H3N3O2.

## Properties
Energy relative to the best compared isomer or geometry (same formula, charge and spin), eV: 5.836
Frontier orbital gap, eV: 8.456
LUMO, eV: 0.355
HOMO level, Ha: -0.298

Each line ends with the natural charge from an NBO analysis.
CARTESIAN COORDINATES (ANGSTROEM)
C  1.578  0.042  0.277  0.61
C  0.285  0.022  0.465  0.11
N  -1.383  1.360  -0.868  0.00
N  -0.998  1.132  -1.883  -0.05
N  -0.091  -1.465  0.446  -0.79
O  2.707  -0.256  0.216  -0.46
O  -0.674  0.899  0.538  -0.52
H  -2.171  2.044  -0.349  0.37
H  0.156  -1.836  1.374  0.36
H  0.592  -1.942  -0.217  0.36